A single CH4F2Si molecule in a non-equilibrium geometry. Source: OMol25; level of theory: ωB97M-V/def2-TZVPD.

Cartesian coordinates (Å):
1 C -1.009 -0.144 0.279
2 F 1.289 -1.141 -0.881
3 F 2.045 0.426 0.833
4 Si 0.855 0.300 -0.158
5 H -1.731 0.406 -0.282
6 H -1.084 -1.208 -0.155
7 H -1.304 -0.209 1.337
8 H 0.939 1.571 -0.974

Values from the calculation:
SMILES = C[SiH](F)F
2S+1 = 1
E_HOMO = -11.4 eV
Strongest force on any atom = 3.3 eV/A

These are the natural (NBO) partial charges, in e, on atoms 1 to 5: atom 1 (C): -1.1386, atom 2 (F): -0.6626, atom 3 (F): -0.6462, atom 4 (Si): 1.9517, atom 5 (H): 0.2427

***

A single CH4FIP2 molecule in a non-equilibrium geometry. Source: OMol25; level of theory: ωB97M-V/def2-TZVPD.

Cartesian coordinates (Å):
1 C -0.232 -0.801 -0.900
2 F -1.618 -0.023 1.325
3 P -0.284 0.397 0.550
4 P 1.060 0.318 2.070
5 I 2.534 1.423 0.405
6 H 0.653 -1.341 -0.887
7 H -0.088 -0.152 -1.645
8 H -1.104 -1.408 -0.961
9 H -0.921 1.587 0.043

Values from the calculation:
2S+1 = 1
E_HOMO = -7.7 eV
Strongest force on any atom = 4.3 eV/A

These are the natural (NBO) partial charges, in e, on atoms 1 to 5: atom 1 (C): -0.9295, atom 2 (F): -0.5839, atom 3 (P): 1.1970, atom 4 (P): -0.2281, atom 5 (I): -0.1469

***

A single CH4FN molecule in a non-equilibrium geometry. Source: OMol25; level of theory: ωB97M-V/def2-TZVPD.

Cartesian coordinates (Å):
1 C 0.282 0.176 0.286
2 N -1.296 -0.489 -0.318
3 F -2.317 0.309 0.314
4 H 0.694 -0.302 1.145
5 H 0.777 0.005 -0.641
6 H -0.030 1.188 0.328
7 H -1.297 -0.340 -1.347

Values from the calculation:
SMILES = CNF
2S+1 = 1
E_HOMO = -9.7 eV
Strongest force on any atom = 5.4 eV/A

These are the natural (NBO) partial charges, in e, on atoms 1 to 5: atom 1 (C): -0.4039, atom 2 (N): -0.2399, atom 3 (F): -0.2864, atom 4 (H): 0.2106, atom 5 (H): 0.1901

***

A gas-phase ion, CH4FN2O (charge +1) in a non-equilibrium geometry. Source: OMol25; level of theory: ωB97M-V/def2-TZVPD.

Cartesian coordinates (Å):
1 C 0.699 0.085 -0.064
2 N -0.404 0.903 -0.034
3 N 0.661 -1.227 -0.114
4 O -1.705 0.395 -0.098
5 F 1.970 0.516 -0.202
6 H -0.179 1.865 0.416
7 H -0.094 -1.826 0.303
8 H 1.497 -1.755 -0.173
9 H -2.444 1.044 -0.034

Values from the calculation:
SMILES = [NH2+]=C(F)NO
Total charge = +1
2S+1 = 1
E_HOMO = -15.7 eV
Strongest force on any atom = 3.8 eV/A

These are the natural (NBO) partial charges, in e, on atoms 1 to 5: atom 1 (C): 0.8644, atom 2 (N): -0.2768, atom 3 (N): -0.7383, atom 4 (O): -0.5050, atom 5 (F): -0.2342

***

Computed ΔE to the lowest compared entry with this formula, charge and spin, in the same sequence as the records: 6.5 26.3 75.6 16.0 kcal per mole.
Computed total energy, in the same sequence as the records: -14417.67976 -30497.44535 -5305.83441 -8837.59187 eV.
Computed frontier orbital gap, in the same sequence as the records: 12.40 7.50 10.79 11.39 eV.